Entry 1:
18
Properties=species:S:1:pos:R:3:forces:R:3:lowdin_charge:R:1 method="wB97M-V/def2-TZVPD" smiles="O=NOCC1=NSCCC1" gap_ev=9.03 lumo_ev=0.6 homo_energy_ev=-8.43
C 0.16285 1.11704 0.58033 -2.14 0.38 -0.27 -0.113
H -0.67878 1.37547 1.28611 0.76 0.08 -0.58 0.130
H 0.05762 2.67220 -1.09148 0.81 1.63 0.45 0.085
C -1.65594 1.49402 -1.16880 0.95 -1.75 -0.81 -0.420
H 0.44848 1.06181 -1.49718 0.09 -0.12 -0.73 0.100
N 0.55981 -3.30712 0.44080 -1.38 1.09 1.61 -0.030
C 0.13037 -0.42463 0.50354 -0.44 1.70 -0.47 -0.374
H -2.09740 1.92066 -2.11246 0.85 -0.57 0.79 0.098
O 1.61980 -2.30593 0.47678 1.17 -2.17 -1.99 -0.094
C 1.25092 -1.14418 1.11899 -0.04 -0.33 0.88 -0.205
H 1.18286 -1.42842 2.15921 -0.57 0.63 0.71 0.130
O 0.83358 -4.29590 -0.06975 1.21 -0.01 -0.67 0.098
H 2.04686 -0.43239 1.02187 1.02 -0.06 0.07 0.121
C -0.16753 1.67596 -0.86009 -0.63 -1.22 0.63 -0.248
H 1.04915 1.59895 0.97376 0.38 -0.43 0.09 0.104
H -2.21057 1.81907 -0.34317 -0.97 0.83 1.07 0.035
N -0.69846 -1.03768 -0.22668 0.38 0.13 0.14 -0.303
S -1.83362 -0.35893 -1.19177 -1.45 0.21 -0.93 0.887

=====

Entry 2:
19
Properties=species:S:1:pos:R:3:forces:R:3:lowdin_charge:R:1 method="wB97M-V/def2-TZVPD" gap_ev=9.90 lumo_ev=0.9 homo_energy_ev=-9.05
C -1.63758 -0.26206 -0.44515 -0.12 -0.12 0.04 -0.293
H -1.29713 -1.23680 -0.08000 -0.09 -0.03 -0.05 0.106
H -3.29361 1.09386 -0.11921 -0.02 -0.08 0.02 0.073
H 0.98371 -0.85178 -0.85088 -1.15 1.09 0.11 0.159
H 2.27651 -1.29609 1.60250 -0.25 -0.21 -0.04 0.081
C 0.74011 0.32676 -0.92469 -0.37 -1.81 -0.16 -0.297
H -2.81871 0.22325 1.34154 0.14 -0.06 -0.29 0.076
C 1.96488 1.15266 -0.42295 0.44 0.27 -0.52 -0.007
H -3.70478 -0.61731 0.06701 -0.09 0.06 0.03 0.066
H -1.76587 -0.36149 -1.53393 -0.24 -0.05 0.25 0.115
C -0.53627 0.74179 -0.20420 0.07 -0.19 -0.06 -0.231
H 0.68795 0.36002 -2.01767 -0.01 0.26 0.20 0.121
H -0.85120 1.72783 -0.57305 0.25 -0.10 0.02 0.126
C 2.98044 -0.83530 0.91818 -0.03 -0.59 -0.13 -0.069
H 3.56208 -1.58598 0.40962 0.42 -0.57 0.36 0.064
H 3.63541 -0.21010 1.56317 -0.44 -0.09 -0.82 0.105
H -0.38012 0.85274 0.87860 0.23 -0.04 -0.28 0.124
C 2.33950 -0.01593 -0.12428 1.48 2.30 1.38 -0.200
C -2.93244 0.12987 0.25136 -0.21 -0.03 -0.05 -0.119

=====

Entry 3:
20
Properties=species:S:1:pos:R:3:forces:R:3:lowdin_charge:R:1 method="wB97M-V/def2-TZVPD" smiles="C=C[C@@H]1NC(NO)=[NH+]CO1" gap_ev=9.94 lumo_ev=-3.6 homo_energy_ev=-13.55 total_charge=+1
C 2.92119 0.11167 0.90528 0.03 -0.01 -0.02 0.064
O 0.92761 -0.95971 -0.59896 0.07 -0.10 0.10 -0.045
H 2.28563 1.97655 0.19564 -0.20 0.04 0.14 0.112
H -2.28519 -1.20110 -0.58980 -0.11 -0.52 0.53 0.173
N -0.23069 1.08806 -0.26813 -0.06 -0.55 -0.34 0.151
H 2.91368 -0.96507 0.80590 -0.25 -0.01 0.17 0.074
N -1.35755 -1.05269 -0.19175 0.27 0.64 -0.58 0.140
H -0.46231 -1.34640 -2.10928 0.08 0.20 0.03 0.150
H 3.60424 0.53625 1.62765 0.22 0.02 -0.21 0.074
H -0.60795 1.68998 -0.99546 0.10 0.34 0.26 0.167
H 1.21846 0.73573 -1.74913 -0.12 -0.11 -0.04 0.166
C 1.03863 0.42737 -0.71197 0.28 0.21 -0.05 -0.318
C -1.23776 0.25210 0.15178 -0.06 -0.02 -0.09 -0.287
O -3.26843 0.08625 1.29913 -0.02 -0.10 -0.27 0.064
C 2.15050 0.90147 0.17657 0.06 0.01 0.07 -0.101
H -2.96077 -0.66715 1.83393 -0.03 0.10 0.12 0.143
N -2.14664 0.77839 0.93160 -0.11 0.18 0.15 0.070
C -0.24673 -1.53441 -1.05073 -0.09 -0.23 0.00 -0.138
H -0.14345 -2.60274 -0.89055 -0.07 -0.05 -0.05 0.148
H -2.11246 1.74547 1.22829 0.02 -0.05 0.06 0.193